# 1
{
  "formula": "C4H6LaO3",
  "method": "wB97M-V/def2-TZVPD",
  "species": ["H", "C", "H", "H", "C", "O", "C", "O", "La", "O", "C", "H", "H", "H"],
  "coordinates": [[4.502, 0.126, 1.223], [5.015, -0.345, 0.093], [5.605, -0.152, -0.818], [5.368, -1.279, 0.558], [3.751, 0.127, 0.117], [-1.300, -0.281, -1.269], [-1.753, 0.806, -0.803], [-0.988, 1.587, -0.166], [1.065, -0.092, -0.374], [-3.008, 1.103, -1.041], [-3.503, 2.364, -0.582], [-3.435, 2.423, 0.510], [-2.935, 3.183, -1.039], [-4.548, 2.406, -0.898]],
  "atomic_forces_ev_per_a": [[-0.224, 1.155, -0.422], [-1.011, -1.638, -1.821], [0.883, 1.123, 0.631], [-0.178, 0.098, 0.338], [0.278, -0.952, 1.113], [2.019, -1.280, 0.136], [-1.506, 0.748, -0.509], [2.180, -0.367, 0.684], [-3.582, 1.485, -0.423], [1.392, -0.974, -0.001], [-0.393, 0.917, 0.389], [-0.027, -0.021, -0.284], [-0.146, -0.225, 0.102], [0.315, -0.069, 0.067]],
  "s2": 0.755,
  "total_energy_ev": -11225.52320,
  "lumo_energy_ev": [-9.97, -10.44],
  "total_charge": 2,
  "gap_ev": [7.666, 7.198],
  "spin_multiplicity": 2
}

=====

# 2
{
  "formula": "C24H16Cl2N7O2Pt",
  "method": "wB97M-V/def2-TZVPD",
  "species": ["Pt", "Cl", "C", "Cl", "H", "H", "C", "O", "C", "C", "C", "C", "C", "C", "C", "N", "C", "C", "N", "C", "C", "C", "C", "N", "C", "C", "N", "C", "C", "C", "C", "H", "H", "H", "H", "H", "H", "H", "H", "H", "H", "H", "H", "H", "H", "O", "N", "C", "C", "N", "C", "N"],
  "coordinates": [[0.084, 0.169, 0.434], [2.431, 0.618, 0.049], [2.333, 2.364, -0.472], [0.670, 2.908, -0.612], [2.815, 2.419, -1.440], [2.840, 2.953, 0.282], [-10.449, -0.363, 8.971], [-9.085, -0.166, 9.319], [-8.179, -0.120, 8.319], [-6.851, 0.078, 8.706], [-5.858, 0.144, 7.759], [-6.162, 0.012, 6.401], [-7.482, -0.186, 6.027], [-8.499, -0.255, 6.971], [-5.083, 0.103, 5.413], [-3.828, 0.405, 5.669], [-3.207, 0.370, 4.452], [-4.082, 0.045, 3.444], [-5.289, -0.125, 4.076], [-3.691, -0.108, 2.078], [-4.496, -0.508, 1.000], [-3.948, -0.639, -0.253], [-2.586, -0.403, -0.439], [-1.822, -0.030, 0.577], [-2.346, 0.138, 1.817], [-1.426, 0.525, 2.843], [-0.145, 0.727, 2.443], [0.789, 0.939, 3.353], [0.480, 1.001, 4.719], [-0.822, 0.851, 5.130], [-1.818, 0.605, 4.171], [-11.001, -0.365, 9.905], [-10.587, -1.321, 8.465], [-10.814, 0.447, 8.337], [-6.630, 0.175, 9.760], [-4.829, 0.296, 8.056], [-7.761, -0.288, 4.984], [-9.516, -0.409, 6.649], [-6.165, -0.388, 3.658], [-5.545, -0.723, 1.152], [-4.546, -0.944, -1.099], [-2.100, -0.537, -1.395], [1.800, 1.078, 2.995], [1.277, 1.164, 5.429], [-1.099, 0.899, 6.174], [0.576, -1.564, -0.640], [1.348, -2.447, -0.028], [0.903, -2.980, 1.062], [-0.410, -2.726, 1.617], [-1.459, -2.525, 2.040], [1.768, -3.919, 1.731], [2.452, -4.636, 2.309]],
  "atomic_forces_ev_per_a": [[1.825, -0.934, 1.090], [-0.137, 0.323, 0.102], [-0.079, 0.030, 0.001], [0.233, 0.196, -0.111], [0.034, -0.063, 0.017], [0.043, -0.053, 0.011], [0.061, -0.004, 0.029], [0.051, 0.012, -0.094], [-0.179, -0.019, 0.120], [0.049, 0.003, -0.001], [0.020, 0.000, 0.082], [0.240, 0.066, -0.147], [-0.198, -0.035, 0.048], [0.173, 0.008, -0.078], [-0.269, -0.048, 0.140], [-0.017, -0.034, -0.207], [0.441, 0.104, 0.259], [-0.274, -0.134, -0.248], [0.101, 0.027, -0.072], [-0.230, 0.050, 0.207], [-0.076, -0.012, -0.032], [0.004, 0.052, 0.006], [-0.120, -0.072, 0.083], [-0.924, -0.455, 0.011], [0.083, 0.260, -0.141], [0.023, -0.083, -0.231], [-0.180, 0.572, -0.262], [-0.073, 0.164, 0.069], [-0.014, -0.040, -0.090], [-0.030, 0.027, 0.016], [-0.094, -0.044, 0.284], [0.010, -0.003, 0.015], [-0.021, -0.013, -0.007], [-0.005, 0.013, -0.011], [-0.005, 0.002, 0.001], [-0.015, 0.005, -0.016], [-0.017, 0.017, 0.005], [-0.025, -0.001, -0.021], [0.047, -0.005, 0.013], [0.001, 0.005, -0.006], [-0.011, -0.008, 0.006], [0.037, -0.061, 0.030], [0.008, -0.010, 0.005], [0.003, 0.021, -0.001], [0.020, 0.007, 0.002], [-0.392, 0.061, -1.086], [-0.320, 0.457, 0.161], [0.065, -0.280, 0.116], [0.318, -0.007, -0.105], [0.031, -0.167, 0.051], [-0.258, 0.168, -0.053], [0.043, -0.066, 0.035]],
  "total_energy_ev": -67956.67566,
  "lumo_energy_ev": -4.07,
  "total_charge": 1,
  "gap_ev": 6.381
}

=====

# 3
{
  "formula": "C13H38AlN2OP2S",
  "method": "wB97M-V/def2-TZVPD",
  "species": ["C", "Al", "P", "O", "P", "S", "H", "H", "H", "H", "H", "H", "H", "H", "C", "C", "N", "C", "C", "C", "C", "H", "H", "H", "H", "H", "H", "H", "H", "H", "H", "H", "H", "H", "H", "H", "C", "C", "N", "C", "C", "C", "C", "H", "H", "H", "H", "H", "H", "H", "H", "H", "H", "H", "H", "H", "H", "H"],
  "coordinates": [[-2.048, 0.591, 0.295], [-1.548, -1.268, 0.670], [-1.365, -1.557, 3.055], [-2.631, -1.131, 3.771], [0.720, -1.688, -0.111], [2.146, -0.748, 0.946], [-1.308, 1.314, 0.646], [-2.991, 0.792, 0.815], [-2.208, 0.768, -0.773], [-2.502, -2.426, 0.081], [-0.192, -0.946, 3.584], [-0.968, -2.887, 3.395], [0.883, -1.462, -1.503], [0.986, -3.075, -0.202], [-0.960, 5.245, 5.678], [-2.007, 5.009, 4.600], [-1.553, 4.095, 3.572], [-2.399, 4.087, 2.389], [-3.830, 3.557, 2.538], [-1.108, 2.782, 4.045], [-2.081, 1.986, 4.917], [-0.018, 5.566, 5.230], [-1.301, 6.017, 6.370], [-0.769, 4.341, 6.258], [-2.228, 5.958, 4.101], [-2.946, 4.695, 5.085], [-1.887, 3.502, 1.624], [-2.442, 5.119, 2.022], [-3.847, 2.475, 2.657], [-4.406, 3.803, 1.643], [-4.336, 4.004, 3.396], [-0.174, 2.924, 4.594], [-0.847, 2.198, 3.159], [-2.511, 2.610, 5.705], [-1.556, 1.156, 5.394], [-2.887, 1.533, 4.345], [3.711, -3.359, -6.977], [3.627, -3.740, -5.507], [3.287, -2.619, -4.652], [3.506, -2.878, -3.234], [2.679, -3.984, -2.575], [2.054, -1.917, -4.983], [0.760, -2.737, -5.044], [4.393, -2.518, -7.115], [4.076, -4.205, -7.562], [2.738, -3.077, -7.380], [4.605, -4.100, -5.173], [2.940, -4.595, -5.402], [3.334, -1.941, -2.699], [4.568, -3.113, -3.111], [1.636, -3.695, -2.461], [3.071, -4.177, -1.574], [2.717, -4.921, -3.135], [2.196, -1.426, -5.949], [1.945, -1.116, -4.249], [0.902, -3.661, -5.608], [-0.018, -2.160, -5.547], [0.389, -3.003, -4.056]],
  "atomic_forces_ev_per_a": [[-0.031, 0.104, -0.041], [-0.056, -0.220, -0.020], [-0.085, 0.033, 0.058], [0.110, -0.025, -0.019], [0.254, 0.117, 0.207], [-0.129, -0.123, -0.176], [0.021, -0.020, 0.010], [0.020, 0.063, -0.040], [-0.019, 0.008, 0.049], [0.102, 0.038, 0.008], [-0.041, 0.050, -0.039], [-0.012, -0.005, -0.060], [-0.091, 0.065, -0.028], [-0.070, -0.027, 0.082], [0.004, 0.013, -0.009], [-0.013, 0.013, -0.033], [0.001, -0.041, 0.036], [0.029, -0.014, 0.026], [0.007, 0.015, 0.005], [-0.051, 0.045, -0.060], [0.046, -0.029, 0.014], [-0.002, -0.005, 0.004], [0.010, 0.003, -0.004], [-0.006, 0.008, 0.007], [-0.002, 0.006, 0.029], [0.009, -0.024, -0.006], [0.010, -0.004, -0.049], [0.003, -0.002, 0.007], [0.000, -0.008, 0.010], [-0.004, -0.021, 0.000], [-0.010, 0.007, -0.019], [-0.007, 0.017, -0.006], [0.006, -0.018, 0.028], [0.016, -0.027, 0.015], [0.003, -0.002, -0.007], [-0.036, 0.014, 0.004], [0.016, 0.004, 0.000], [0.002, 0.007, 0.049], [-0.052, -0.019, -0.009], [-0.012, 0.061, -0.016], [0.031, -0.017, 0.032], [0.040, -0.011, 0.044], [0.018, -0.012, -0.015], [-0.007, 0.000, -0.002], [0.009, 0.008, -0.003], [0.000, -0.010, 0.000], [-0.004, -0.019, -0.023], [-0.024, 0.017, 0.004], [0.027, -0.018, 0.032], [0.002, -0.008, -0.019], [-0.013, -0.030, -0.022], [-0.023, 0.005, 0.008], [0.038, 0.013, -0.019], [0.014, 0.000, -0.001], [-0.031, 0.013, -0.027], [-0.020, 0.016, -0.023], [-0.010, 0.005, 0.022], [0.013, -0.010, 0.006]],
  "total_energy_ev": -55137.30335,
  "lumo_energy_ev": 2.66,
  "total_charge": -1,
  "gap_ev": 7.355
}

=====

# 4
{
  "formula": "C52H44As2BrKN7O2S",
  "method": "wB97M-V/def2-TZVPD",
  "species": ["K", "C", "C", "As", "C", "C", "C", "C", "C", "C", "C", "C", "C", "C", "C", "C", "As", "C", "C", "C", "C", "C", "C", "C", "C", "C", "C", "C", "C", "H", "H", "H", "H", "H", "H", "H", "H", "H", "H", "H", "H", "H", "H", "H", "H", "H", "H", "H", "H", "H", "H", "H", "H", "N", "C", "N", "C", "N", "C", "C", "N", "C", "C", "N", "H", "H", "H", "H", "H", "Br", "C", "C", "C", "C", "C", "N", "H", "H", "H", "H", "O", "C", "O", "C", "C", "C", "C", "S", "C", "C", "H", "H", "H", "H", "H", "C", "C", "C", "C", "C", "C", "C", "C", "N", "H", "H", "H", "H", "H", "H"],
  "coordinates": [[1.057, 0.840, 0.359], [-1.887, -0.069, 1.214], [-1.908, -0.593, 2.646], [-0.131, -0.371, 3.479], [0.684, -2.097, 3.121], [1.920, -2.100, 2.485], [2.517, -3.297, 2.108], [1.877, -4.495, 2.378], [0.651, -4.499, 3.033], [0.054, -3.306, 3.405], [-0.600, -0.672, 5.356], [-1.899, -0.682, 5.852], [-2.138, -0.885, 7.209], [-1.082, -1.083, 8.083], [0.220, -1.078, 7.596], [0.455, -0.872, 6.246], [-3.569, -0.090, 0.191], [-4.684, 0.878, 1.479], [-4.145, 1.894, 2.268], [-4.955, 2.652, 3.105], [-6.320, 2.409, 3.161], [-6.869, 1.407, 2.372], [-6.058, 0.651, 1.537], [-4.140, -1.918, 0.531], [-3.906, -2.837, -0.488], [-4.213, -4.180, -0.310], [-4.762, -4.611, 0.887], [-5.002, -3.700, 1.909], [-4.690, -2.359, 1.734], [-1.195, -0.653, 0.606], [-1.561, 0.973, 1.189], [-2.182, -1.648, 2.683], [-2.624, -0.027, 3.239], [2.423, -1.170, 2.235], [3.453, -3.286, 1.565], [2.311, -5.427, 2.039], [0.141, -5.437, 3.216], [-0.913, -3.318, 3.896], [-2.744, -0.543, 5.192], [-3.156, -0.894, 7.577], [-1.268, -1.246, 9.137], [1.053, -1.240, 8.268], [1.476, -0.889, 5.877], [-3.079, 2.097, 2.249], [-4.515, 3.428, 3.720], [-6.951, 2.994, 3.818], [-7.934, 1.211, 2.406], [-6.501, -0.132, 0.932], [-3.454, -2.512, -1.418], [-3.998, -4.889, -1.099], [-4.992, -5.660, 1.031], [-5.423, -4.035, 2.849], [-4.875, -1.657, 2.538], [-0.643, 4.935, -0.354], [-1.170, 3.723, -0.149], [-0.383, 3.025, 0.645], [0.643, 3.893, 0.890], [0.532, 5.058, 0.294], [1.803, 3.554, 1.763], [2.860, 4.441, 1.948], [3.894, 4.127, 2.720], [3.866, 2.934, 3.303], [2.804, 2.056, 3.129], [1.776, 2.371, 2.352], [-0.986, 5.687, -0.927], [-2.096, 3.389, -0.588], [2.860, 5.405, 1.457], [4.708, 2.657, 3.926], [2.777, 1.090, 3.620], [-0.393, 2.508, -3.253], [-0.085, 0.655, -3.659], [0.234, 0.336, -4.967], [0.458, -1.004, -5.236], [0.348, -1.926, -4.210], [0.028, -1.478, -2.939], [-0.187, -0.181, -2.660], [0.313, 1.100, -5.725], [0.720, -1.316, -6.239], [0.521, -2.981, -4.368], [-0.076, -2.165, -2.106], [9.413, 0.115, 1.669], [9.101, 0.127, 0.342], [9.996, 0.164, -0.460], [7.658, 0.057, -0.008], [7.313, -0.158, -1.342], [5.993, -0.234, -1.736], [4.931, -0.086, -0.822], [3.263, -0.165, -1.322], [5.301, 0.133, 0.520], [6.622, 0.202, 0.914], [8.608, -0.019, 2.178], [8.110, -0.269, -2.066], [5.745, -0.410, -2.775], [4.514, 0.250, 1.257], [6.815, 0.400, 1.966], [-0.223, -2.942, 0.083], [0.083, -4.191, -0.392], [-0.692, -5.371, -0.071], [-0.361, -6.610, -0.537], [0.754, -6.819, -1.378], [1.519, -5.684, -1.725], [1.210, -4.434, -1.269], [1.083, -8.119, -1.860], [1.350, -9.175, -2.250], [0.486, -2.133, -0.089], [-1.074, -2.788, 0.733], [-1.541, -5.258, 0.595], [-0.965, -7.466, -0.254], [2.380, -5.816, -2.372], [1.838, -3.591, -1.544]],
  "atomic_forces_ev_per_a": [[-0.138, -0.940, -0.595], [0.071, -0.084, 0.208], [0.048, -0.052, -0.156], [-0.069, 0.043, 0.234], [-0.002, 0.100, 0.009], [0.036, -0.102, -0.009], [-0.032, -0.014, 0.010], [0.006, -0.003, -0.014], [-0.018, 0.049, 0.032], [0.108, -0.084, -0.014], [-0.042, -0.084, -0.018], [0.070, -0.003, 0.119], [0.003, 0.010, -0.053], [0.020, 0.004, -0.012], [-0.001, 0.004, -0.017], [-0.021, -0.019, 0.046], [-0.035, 0.088, -0.074], [0.045, 0.017, 0.006], [-0.069, 0.020, 0.036], [-0.001, -0.032, -0.025], [0.019, 0.000, -0.004], [0.020, -0.028, -0.022], [-0.020, 0.056, 0.039], [-0.005, -0.032, 0.073], [0.004, -0.096, 0.045], [0.042, 0.038, -0.010], [0.003, 0.014, 0.036], [0.008, 0.013, -0.022], [0.008, -0.039, -0.062], [-0.034, -0.058, -0.121], [0.036, -0.010, 0.025], [-0.058, 0.006, -0.019], [-0.011, -0.007, 0.036], [-0.033, 0.032, 0.030], [0.004, 0.008, 0.007], [-0.003, -0.004, 0.009], [0.013, -0.007, 0.006], [-0.003, 0.023, 0.008], [-0.035, 0.009, -0.031], [-0.002, -0.001, -0.003], [-0.003, 0.002, 0.000], [-0.004, -0.002, 0.004], [-0.002, 0.006, -0.019], [-0.014, 0.012, -0.023], [-0.001, 0.001, 0.000], [-0.002, 0.004, -0.005], [0.000, 0.001, 0.008], [0.008, -0.009, -0.014], [-0.002, 0.018, -0.002], [0.005, -0.004, 0.003], [-0.004, 0.001, -0.002], [0.000, -0.010, -0.003], [0.001, 0.013, 0.004], [0.043, 0.038, -0.073], [0.057, -0.108, 0.164], [-0.218, 0.594, -0.072], [0.453, -0.084, 0.343], [-0.156, 0.069, -0.002], [-0.401, 0.449, -0.395], [0.092, -0.079, 0.097], [-0.040, 0.111, -0.086], [-0.068, -0.142, 0.052], [0.076, 0.154, 0.006], [0.206, 0.002, 0.318], [0.000, -0.009, -0.001], [0.003, -0.014, -0.002], [0.030, 0.010, 0.016], [0.016, 0.064, -0.009], [-0.015, -0.018, -0.027], [0.036, -0.008, 0.014], [0.057, 0.138, 0.004], [0.000, -0.011, 0.018], [0.012, 0.016, -0.069], [0.014, -0.052, 0.070], [-0.050, 0.104, 0.034], [0.046, -0.148, 0.030], [-0.010, 0.002, 0.003], [-0.001, -0.004, 0.011], [0.004, 0.002, -0.003], [-0.026, 0.010, 0.001], [0.001, 0.042, -0.035], [-0.171, -0.195, -0.029], [0.036, 0.089, -0.018], [0.220, 0.059, 0.065], [-0.109, -0.015, -0.079], [-0.005, -0.017, -0.070], [-0.153, 0.057, 0.080], [0.368, -0.043, -0.080], [-0.001, -0.009, 0.016], [-0.154, 0.017, 0.052], [-0.013, -0.003, 0.034], [-0.005, -0.002, 0.003], [0.015, 0.004, 0.004], [0.012, 0.006, 0.010], [0.025, 0.005, -0.006], [0.005, 0.031, -0.205], [-0.050, -0.123, -0.197], [0.078, 0.119, 0.007], [-0.039, -0.086, -0.005], [0.001, -0.190, -0.079], [0.075, 0.003, -0.055], [-0.035, 0.008, 0.142], [-0.062, 0.331, 0.122], [0.000, -0.051, -0.019], [-0.151, 0.005, 0.106], [0.046, -0.006, 0.074], [-0.047, 0.012, -0.001], [0.004, 0.011, 0.003], [0.001, 0.004, 0.007], [0.029, -0.022, 0.025]],
  "total_energy_ev": -288045.47680,
  "lumo_energy_ev": 1.24,
  "total_charge": -1,
  "gap_ev": 4.201
}